DFT (ωB97M-V/def2-TZVPD) results for a structure of composition C21H22Br43O2P in a non-equilibrium geometry.

The value obtained for the molar mass is 3773.3 g/mol. The LUMO energy comes out at -0.37 eV. Its max |F| is 2.22 eV Å⁻¹. As for the energy: -3047340.1863 eV. As for the orbital gap: 9.43 eV.

Cartesian coordinates (Å):
O  0.272  -4.652  1.352
C  0.538  -3.560  1.758
O  1.749  -3.306  2.326
P  2.919  -2.378  1.458
Br  4.413  -1.035  0.239
C  -0.435  -2.431  1.716
C  -1.632  -2.532  2.450
C  -2.551  -1.466  2.388
C  -2.290  -0.306  1.632
C  -1.093  -0.184  0.898
C  -0.186  -1.270  0.950
H  2.440  -1.187  1.973
H  3.954  -2.955  2.168
H  2.493  -2.870  0.231
H  -1.872  -3.387  3.065
H  -3.484  -1.577  2.919
H  -3.010  0.499  1.614
H  -0.808  0.673  0.309
H  0.730  -1.164  0.379
C  3.060  -1.675  -3.785
Br  1.639  -2.049  -2.543
Br  4.463  -2.987  -3.681
Br  2.390  -1.473  -5.569
H  3.479  -0.723  -3.493
C  -2.473  -4.628  6.417
Br  -4.212  -3.848  6.701
Br  -2.220  -5.105  4.569
Br  -1.072  -3.489  7.074
H  -2.435  -5.545  6.987
C  -4.339  2.593  -1.682
Br  -5.883  2.518  -0.544
Br  -2.888  1.576  -0.934
Br  -4.721  2.078  -3.491
H  -4.017  3.625  -1.716
C  2.423  -0.829  6.803
Br  1.641  -1.960  8.152
Br  4.158  -0.190  7.320
Br  2.443  -1.738  5.115
H  1.783  0.033  6.692
C  -2.743  0.655  6.603
Br  -0.991  0.592  7.384
Br  -3.656  2.284  7.075
Br  -2.685  0.406  4.690
H  -3.310  -0.168  7.015
C  1.750  -6.259  -3.965
Br  0.151  -6.774  -3.035
Br  3.184  -7.508  -3.670
Br  1.440  -6.038  -5.850
H  2.061  -5.306  -3.563
C  -6.277  6.861  0.121
Br  -7.838  6.856  1.239
Br  -4.857  5.820  0.894
Br  -6.674  6.286  -1.671
H  -5.925  7.881  0.059
C  -4.128  3.004  -7.659
Br  -2.489  3.034  -6.649
Br  -3.846  2.481  -9.485
Br  -5.414  1.884  -6.769
H  -4.530  4.006  -7.669
C  -1.473  3.921  3.815
Br  0.269  3.813  4.614
Br  -2.397  5.533  4.307
Br  -1.380  3.732  1.900
H  -2.052  3.089  4.188
C  5.831  -8.168  -0.980
Br  4.413  -7.287  -0.030
Br  7.496  -8.079  -0.019
Br  5.356  -9.977  -1.421
H  5.972  -7.639  -1.912
C  0.263  4.856  -4.149
Br  1.816  5.444  -3.184
Br  -0.237  6.111  -5.515
Br  0.508  3.078  -4.848
H  -0.553  4.808  -3.442
C  4.269  -2.669  -9.353
Br  3.368  -4.075  -8.404
Br  5.971  -2.262  -8.555
Br  4.437  -3.065  -11.227
H  3.659  -1.783  -9.269
C  -1.612  7.629  -0.428
Br  0.129  7.518  0.371
Br  -2.528  9.224  0.123
Br  -1.542  7.489  -2.348
H  -2.191  6.790  -0.067
C  4.731  2.125  2.390
Br  6.270  3.267  2.531
Br  4.773  0.712  3.690
Br  3.086  3.119  2.494
H  4.761  1.655  1.417

---

DFT (ωB97M-V/def2-TZVPD) results for a structure of composition C21H22BrGaN3OS2.

The value obtained for the molar mass is 546.2 g/mol. Its total charge is +1. The LUMO energy comes out at -2.92 eV. Its max |F| is 0.93 eV Å⁻¹. As for the energy: -172738.2681 eV. As for the orbital gap: 7.90 eV.

Cartesian coordinates (Å):
Ga  -0.667  0.153  0.620
C  -2.669  -2.016  -0.414
N  -1.311  -2.064  0.141
C  -0.352  -2.727  -0.765
C  0.683  -1.770  -1.384
N  0.083  -0.478  -1.705
C  -0.837  -0.605  -2.850
C  1.024  0.541  -2.078
C  2.261  0.275  -2.654
C  3.039  1.302  -3.161
C  2.598  2.613  -3.114
C  1.383  2.899  -2.520
C  0.621  1.872  -1.989
S  -0.910  2.293  -1.157
C  -1.268  -2.670  1.450
C  -2.157  -3.660  1.846
C  -2.075  -4.220  3.108
C  -1.096  -3.800  3.992
C  -0.210  -2.809  3.619
C  -0.291  -2.241  2.354
S  0.875  -0.979  1.918
H  -2.943  -2.946  -0.916
H  -2.746  -1.190  -1.124
H  -3.381  -1.826  0.388
H  -0.904  -3.250  -1.551
H  0.205  -3.486  -0.209
H  1.110  -2.253  -2.270
H  1.481  -1.591  -0.656
H  -0.269  -0.649  -3.785
H  -1.505  0.255  -2.897
H  -1.431  -1.510  -2.770
H  2.614  -0.739  -2.743
H  3.983  1.065  -3.625
H  3.186  3.404  -3.549
H  1.003  3.907  -2.477
H  -2.921  -4.006  1.170
H  -2.775  -4.988  3.394
H  -1.029  -4.239  4.974
H  0.547  -2.463  4.307
O  1.287  6.067  1.541
C  0.964  4.786  1.452
C  1.337  3.822  2.397
C  0.961  2.510  2.212
N  0.278  2.120  1.140
C  -0.081  3.029  0.239
Br  -2.704  0.712  1.616
C  0.211  4.366  0.343
H  1.805  6.265  2.335
H  1.907  4.098  3.271
H  1.200  1.732  2.925
H  -0.112  5.088  -0.389

---

DFT (ωB97M-V/def2-TZVPD) results for a structure of composition C21H22Cl4GeN4ORuS in a non-equilibrium geometry.

The value obtained for the molar mass is 694.0 g/mol. Its total charge is +2. The LUMO energy (alpha / beta) comes out at -6.29 / -8.26 eV. Its max |F| is 1.75 eV Å⁻¹. As for the spin multiplicity: 5. As for the energy: -150153.4596 eV. As for the orbital gap (alpha / beta): 7.10 / 5.19 eV.

Cartesian coordinates (Å):
Ru  1.086  -1.357  -0.832
Cl  5.201  4.542  0.552
C  4.036  3.364  0.123
C  2.786  3.758  -0.383
C  1.846  2.822  -0.723
C  2.102  1.440  -0.595
O  1.187  0.584  -0.959
C  3.371  1.045  -0.074
C  3.757  -0.317  0.064
N  3.028  -1.362  -0.189
C  3.557  -2.676  -0.066
C  4.867  -3.015  0.175
C  5.245  -4.361  0.314
C  4.321  -5.365  0.245
C  2.967  -5.055  -0.009
C  1.943  -6.026  -0.058
C  0.656  -5.641  -0.324
C  0.380  -4.296  -0.576
N  1.314  -3.357  -0.533
C  2.602  -3.709  -0.216
C  4.311  2.028  0.276
H  2.578  4.812  -0.509
H  0.874  3.107  -1.102
H  4.777  -0.465  0.406
H  5.640  -2.263  0.252
H  6.286  -4.600  0.480
H  4.605  -6.400  0.376
H  2.187  -7.063  0.136
H  -0.153  -6.355  -0.357
H  -0.621  -3.982  -0.833
H  5.270  1.731  0.683
C  -5.451  2.905  1.481
N  -4.023  2.669  1.271
C  -3.234  2.802  2.501
C  -3.521  2.260  0.114
S  -1.878  1.583  0.064
N  -4.173  2.388  -1.040
C  -3.770  1.637  -2.234
C  -5.141  3.458  -1.303
H  -5.723  2.490  2.450
H  -6.050  2.409  0.723
H  -5.679  3.971  1.494
H  -3.622  3.647  3.066
H  -2.189  2.978  2.281
H  -3.320  1.902  3.108
H  -3.681  0.574  -2.020
H  -2.817  1.994  -2.625
H  -4.534  1.771  -2.994
H  -5.104  4.219  -0.530
H  -6.157  3.073  -1.390
H  -4.873  3.927  -2.249
Cl  -0.277  -1.187  1.406
Ge  -2.268  -0.739  0.402
Cl  -0.919  -1.485  -1.856
Cl  -3.604  -0.817  2.136